(1)
The following is a DFT calculation (wB97M-V/def2-TZVPD) of CH3Cl2OP in the gas phase.

XYZ file:
```
8
Properties=species:S:1:pos:R:3:forces:R:3
C -0.114775 -0.018191 0.134478 -0.27 0.53 -0.76
P -1.936548 -0.007825 0.460479 -0.29 0.43 2.17
O -2.247827 0.025710 1.923500 0.41 -0.23 -2.10
Cl -2.840170 -1.536751 -0.539885 0.47 0.21 0.13
Cl -2.796564 1.591778 -0.507961 0.55 -0.42 0.15
H 0.181208 -1.071694 -0.041682 -0.19 0.49 0.34
H 0.033478 0.502875 -0.936581 0.15 -0.63 2.88
H 0.355914 0.358932 1.167730 -0.84 -0.37 -2.82
```
Positions in Å, forces in eV/Å.

## Properties
Calculated total energy (eV): -37468.7053

---

(2)
The following is a DFT calculation (wB97M-V/def2-TZVPD) of a molecular structure, C9H19Cl3NO13Y.

XYZ file:
```
46
Properties=species:S:1:pos:R:3:forces:R:3
Y -0.579034 -12.935501 4.618630 -0.47 0.14 -0.12
Cl -0.110442 -10.226331 3.202358 -1.77 0.16 2.68
O 0.288171 -9.322010 4.292497 0.18 -0.63 -1.56
O -1.429914 -10.758058 3.567361 -0.48 0.48 -0.62
O -0.071057 -9.658975 1.923441 0.39 0.13 -0.01
O 0.663232 -11.466051 3.317374 2.04 -0.50 -0.45
Cl 0.779413 -15.606980 4.924820 -1.42 2.36 1.41
O 0.687154 -16.557955 3.932244 0.13 -1.63 -1.00
O 1.516022 -15.936145 6.075573 1.16 -0.48 -0.02
O 1.275980 -14.326891 4.314055 0.06 -0.28 0.32
O -0.570948 -15.215997 5.441704 0.05 0.42 -0.74
Cl -2.587386 -14.213622 2.813146 -1.22 0.09 1.69
O -3.279946 -13.706024 1.702932 -0.26 -0.06 -0.07
O -3.010271 -15.507975 3.237999 0.44 0.71 -0.70
O -1.160337 -14.105728 2.612519 1.67 -0.58 -0.57
O -2.720794 -13.283116 4.007383 -0.74 -0.25 -0.09
C 1.090677 -10.559324 8.296363 0.11 0.67 0.79
C 1.019963 -11.887694 7.635788 -0.41 -0.74 -1.81
C 1.469965 -13.046631 8.547359 0.24 1.92 1.73
C 0.372868 -13.312436 9.596556 0.69 -0.69 -0.31
C -0.916049 -13.605596 8.940694 -1.10 0.04 -2.81
C -1.488713 -12.439683 8.043210 0.60 -0.56 0.89
N -0.375709 -12.173472 7.061684 -0.12 -0.41 0.56
O -0.840712 -11.132535 6.140890 0.37 -0.24 0.44
C -2.705746 -12.900206 7.297555 -0.51 0.11 -0.34
C -1.973883 -11.238860 8.860180 0.52 -0.26 -0.75
C 1.893042 -11.901829 6.385366 1.23 0.33 0.15
H 0.462371 -10.512143 9.186448 0.54 0.02 0.05
H 0.713133 -9.777953 7.651019 0.09 0.38 -0.25
H 2.144178 -10.342866 8.534878 -0.47 0.07 0.05
H 1.774120 -13.898327 7.954128 -0.25 -0.41 0.04
H 2.384111 -12.676434 9.151329 -1.15 -0.54 -1.26
H 0.283574 -12.545510 10.339621 0.20 0.66 0.35
H 0.635768 -14.211862 10.107373 0.41 -0.60 0.71
H -1.714030 -14.049422 9.527171 -0.03 0.34 0.49
H -0.692858 -14.374860 8.180375 -0.14 -0.12 0.23
H -2.570316 -13.723656 6.625901 0.42 -0.73 -0.42
H -3.464851 -13.234429 8.006515 -0.03 0.16 -0.06
H -3.096358 -12.073386 6.705349 -0.29 0.02 0.06
H -2.206238 -10.429484 8.144982 0.15 -0.07 0.66
H -2.890260 -11.578579 9.333693 -0.04 0.29 0.26
H -1.225059 -10.979263 9.597504 -0.35 0.42 0.21
H 1.656178 -11.087602 5.655010 0.07 -0.84 0.35
H 1.927031 -12.939662 5.946614 0.14 1.26 0.22
H 2.907483 -11.614088 6.750299 -0.43 -0.53 -0.54
H -0.167405 -10.433753 5.989484 -0.23 -0.07 0.16
```
Positions in Å, forces in eV/Å.

## Properties
Calculated total energy (eV): -76340.2899

---

(3)
The following is a DFT calculation (wB97M-V/def2-TZVPD) of a molecular structure, IO4V2.

XYZ file:
```
7
Properties=species:S:1:pos:R:3:forces:R:3
O -1.246977 1.549585 0.537659 0.56 -1.85 3.50
V -1.028684 0.684694 1.884768 -2.05 -3.70 -5.29
O -1.784988 -0.778893 1.568231 2.56 5.11 1.44
O 1.538426 0.420840 -2.424282 0.17 0.53 -0.36
V 1.197658 -0.678455 -1.423241 -4.58 -1.32 1.11
O -0.407033 -1.011910 -1.578027 4.49 0.95 0.38
I 1.731599 -0.185858 1.434895 -1.16 0.28 -0.77
```
Positions in Å, forces in eV/Å.

## Properties
Charge: +1
Calculated total energy (eV): -67655.8185

---

no.,strongest force on any atom (eV/Å)
1,2.96
2,3.22
3,6.77